(w)
One molecule with the formula C5H12NOP. Source: the Open Molecules 2025 dataset; level of theory: ωB97M-V/def2-TZVPD.

Last column: Mulliken charge in e.
Element x y z (Å)
N  -1.65  0.39  -0.05  -0.428
H  -1.14  -2.47  -1.39  0.298
H  -0.73  1.38  -1.46  0.256
H  1.75  1.83  0.68  0.330
H  -0.83  1.83  2.18  0.249
H  1.66  2.46  -0.93  0.201
H  -2.65  1.45  -1.35  0.326
H  -1.24  -2.12  1.02  0.347
C  -0.33  0.85  2.23  -0.995
C  -0.23  -2.26  -0.88  -1.179
C  -0.30  -1.77  0.51  -0.597
C  1.97  1.56  -0.40  -0.682
H  0.39  -1.67  -1.49  0.341
H  0.43  -3.13  -0.98  0.354
O  1.15  0.56  -0.72  -0.530
C  -1.72  1.10  -1.06  -0.293
H  0.51  -2.10  1.04  0.478
H  2.88  1.20  -0.68  0.245
P  -0.24  0.12  0.71  0.897
H  0.33  0.80  3.03  0.382

## Properties
frontier orbital gap = 9.05 eV
lowest unoccupied orbital energy = 0.77 eV
structure (SMILES) = C=N[P@@](=C)(CC)OC

(x)
One molecule with the formula C5H12NOP. Source: the Open Molecules 2025 dataset; level of theory: ωB97M-V/def2-TZVPD.

Last column: Mulliken charge in e.
Element x y z (Å)
H  1.50  -1.67  -1.03  0.412
C  0.20  0.48  -1.42  -1.784
C  0.64  -1.76  -0.33  -2.003
O  -3.04  -1.99  1.54  -0.471
H  2.08  0.47  0.60  0.549
C  -1.97  0.51  0.99  -0.885
P  -1.87  -2.23  0.79  0.244
N  -1.16  -0.49  0.45  0.045
C  0.17  -0.32  -0.11  1.573
H  -1.39  1.51  1.26  0.246
H  1.24  -0.26  1.87  0.294
C  1.13  0.42  0.92  -1.692
H  1.08  -2.19  0.48  0.523
H  -0.57  -0.08  -2.12  0.301
H  -2.61  0.83  0.20  0.342
H  -0.12  -2.38  -0.81  0.501
H  -2.54  0.10  1.73  0.343
H  0.94  1.42  1.21  0.433
H  -0.16  1.39  -1.20  0.485
H  1.14  0.50  -1.72  0.542

## Properties
frontier orbital gap = 8.83 eV
lowest unoccupied orbital energy = 0.14 eV
structure (SMILES) = CN(P=O)C(C)(C)C

Stability comparison, relative energies in kcal/mol: (w) 53.4; (x) 0.0

(w)
One molecule with the formula C2H4N4O. Source: the Open Molecules 2025 dataset; level of theory: ωB97M-V/def2-TZVPD.

Last column: Mulliken charge in e.
Element x y z (Å)
N  0.90  1.78  -0.04  -0.689
C  -1.54  -0.65  -0.10  -0.012
N  -1.16  0.66  0.09  -0.140
H  -1.79  1.38  -0.09  0.208
N  -0.50  -1.43  0.01  -0.603
N  0.55  -0.58  0.13  0.511
H  -2.60  -0.91  -0.32  0.349
C  0.20  0.74  -0.04  0.185
H  1.93  1.55  -0.11  0.248
O  1.80  -1.07  -0.18  -0.434
H  2.21  -1.48  0.65  0.376

## Properties
frontier orbital gap = 9.02 eV
lowest unoccupied orbital energy = 0.76 eV
structure (SMILES) = [H]/N=c1/[nH]cnn1O

(x)
A 2-piece molecular cluster, C2H4N4O overall. Source: the Open Molecules 2025 dataset; level of theory: ωB97M-V/def2-TZVPD.

Last column: Mulliken charge in e.
Element x y z (Å)
H  -2.40  -1.26  -0.79  0.251
C  -0.93  1.27  0.25  -0.934
H  -0.49  2.13  0.61  0.529
N  2.49  0.06  -0.28  0.492
H  -1.07  -1.74  -0.05  0.253
N  2.07  1.21  -0.05  -0.524
O  3.94  -1.59  -0.33  -0.503
H  1.01  1.25  -0.11  0.296
N  -1.77  -1.11  -0.04  -0.493
C  -1.36  0.16  0.09  0.408
N  3.05  -0.92  0.09  0.226

## Properties
frontier orbital gap = 8.98 eV
lowest unoccupied orbital energy = -0.28 eV
structure (SMILES) = [H]/N=N/N=O.C#CN

Stability comparison, relative energies in kcal/mol: (w) 0.0; (x) 115.2